Computed, not measured: a cluster of 2 separate species, C2H5ClOS in total in a non-equilibrium geometry, with wB97M-V/def2-TZVPD.

Positions of all 10 atoms, in Å:
C: -1.05180 -1.21014 0.35350
C: 0.23850 1.08694 -0.16266
O: 1.05914 2.11343 -0.07319
S: -0.06808 0.12121 1.18842
Cl: 1.82820 -0.64710 -1.64382
H: -1.06554 -2.06544 1.20924
H: -0.35481 -1.55451 -0.36273
H: -2.08995 -1.08652 0.15565
H: -0.23852 1.14468 -1.21312
H: 1.74285 2.09746 0.54870

Energy above the lowest of the compared OMol25 structures with the same formula, charge and spin   171.2 kJ/mol
E_LUMO   -0.93 eV
Kohn-Sham gap   0.2820 hartree